[1]
Density functional theory data (the ωB97M-V functional and the def2-TZVPD basis) for a cluster of 7 separate species, C45H35ClFNO18S in total in a non-equilibrium geometry.

Results
* structure (SMILES): O=C=NC(=O)O[C@@](F)(CC=O)CCCCS(=O)(=O)Cl.O=C1C=CC(=O)C=C1.O=C1C=CC(=O)C=C1.O=C1C=CC(=O)C=C1.O=C1C=CC(=O)C=C1.O=C1C=CC(=O)C=C1.O=C1C=CC(=O)C=C1
* E_LUMO: -1.68 eV
* gap between HOMO and LUMO: 8.4 eV
* DFT total energy: -111645.1299 eV
* molecular weight: 964.3 g mol⁻¹
* F_max: 0.0400 Eh/bohr

Atoms and positions in Å:
H 1.077 -0.353 -4.407
H -6.919 1.402 -0.064
C 1.045 -5.635 1.080
H 1.640 -1.970 -2.605
H -0.808 -4.507 1.389
H -7.169 0.906 2.366
O -1.068 -2.825 -1.194
C 3.817 0.703 0.695
C 6.208 -0.321 -9.516
H 8.181 -2.433 5.524
H 8.387 -1.878 3.103
C 5.094 -1.223 -9.130
C 3.543 1.467 -0.595
H 4.328 2.215 -0.711
C 4.353 0.402 -7.450
H 4.689 0.424 3.313
O -3.269 3.269 6.220
C 6.549 -0.686 3.034
C 5.125 -2.423 -2.429
C 7.564 -1.526 3.713
C -7.025 2.163 7.379
H 3.417 -1.532 -7.874
C -8.251 3.484 -1.521
H 1.004 0.966 -1.637
C -7.608 6.279 -1.592
F 3.185 -0.730 -1.328
C -6.215 0.783 0.478
H -0.456 0.021 -3.658
H 3.080 2.039 -3.126
N 4.789 -1.650 -3.324
C -4.871 1.550 6.378
C -6.538 3.554 7.566
C -0.175 -5.412 3.198
O -1.115 -0.435 -1.063
C -6.348 0.518 1.775
C -9.298 4.518 -1.334
H -6.467 0.182 6.627
C -4.384 2.939 6.563
O 5.987 0.141 -4.069
H -7.232 4.248 8.024
O 3.567 0.709 -6.577
C 2.791 1.002 -2.953
C -6.095 1.191 6.756
C 0.631 -1.582 -2.731
H 2.872 -6.844 1.141
H -10.306 4.157 -1.171
H 2.960 0.460 -3.888
H -3.278 -1.008 -0.178
H -5.554 5.602 -1.943
C -5.080 0.237 -0.307
H 0.858 1.852 -3.136
H -0.987 -5.049 3.815
C 3.631 0.502 -1.794
C 6.314 -1.323 5.818
H 2.692 -7.385 3.566
H 5.025 -2.159 -9.670
H 7.143 1.614 -9.089
O 6.991 -0.628 -10.388
C 6.325 0.970 -8.793
H 2.555 1.907 -0.506
H 0.115 -2.310 -3.358
H 4.477 -0.129 5.740
O 6.220 -1.593 6.996
O 1.131 -5.374 -0.100
H 4.505 -0.154 0.719
O 5.394 -3.054 -1.501
C 1.256 0.936 -2.695
C 1.964 -6.770 3.053
O 5.011 0.403 -2.096
H -3.532 -1.503 2.246
C 2.060 -6.481 1.758
C -0.079 -5.123 1.903
H -4.941 4.921 7.314
H 5.533 2.239 -7.294
C 0.583 -0.227 -3.441
C 5.465 1.304 -7.835
C -5.368 -0.336 2.490
C -4.236 -0.882 1.705
S -0.311 -1.611 -1.199
C 5.412 -0.188 3.840
C -6.859 3.946 -1.746
O -8.518 2.301 -1.493
C -5.315 3.913 7.188
C -6.561 5.242 -1.780
C -4.099 -0.618 0.408
O 6.639 -0.410 1.853
O 3.297 1.051 1.728
O -7.336 7.459 -1.621
Cl 0.925 -1.680 0.419
O 0.754 -6.520 5.056
H -4.180 0.854 5.919
C 4.235 -0.888 -8.172
H -9.748 6.585 -1.234
C 5.320 -0.330 -3.209
O -5.490 -0.576 3.674
C 7.454 -1.822 5.005
O -8.142 1.838 7.723
O -4.961 0.483 -1.489
C -9.000 5.814 -1.368
C 0.839 -6.258 3.876
H -6.111 3.172 -1.881
C 5.300 -0.482 5.133

=====

[2]
Density functional theory data (the ωB97M-V functional and the def2-TZVPD basis) for a structure of composition C45H35CoF6N4O6P2Sb in a non-equilibrium geometry.

Results
* energy above the lowest of the compared OMol25 structures with the same formula, charge and spin: 306.83 kJ/mol
* E_LUMO (alpha / beta): 1.52 / 1.52 eV
* gap between HOMO and LUMO (alpha / beta): 6.1 / 7.2 eV
* charge: -1
* DFT total energy: -144528.8462 eV
* expectation value of S²: 2.05
* 2S+1: 3
* molecular weight: 1084.4 g mol⁻¹
* F_max: 0.0319 Eh/bohr

Atoms and positions in Å:
C -3.694 -1.270 -1.669
O -1.915 1.330 -1.100
H 1.892 -1.415 4.737
O 1.850 -0.896 -1.696
C 0.538 3.796 1.869
H -5.370 3.478 -0.941
C -3.086 -1.457 0.645
C 1.846 -3.956 2.508
C -0.625 -3.075 -1.329
C -4.429 -1.503 0.996
H -2.900 -0.294 -4.707
H 2.987 -2.994 -1.016
H 1.285 3.559 2.616
F 4.631 2.359 -0.803
C 2.310 -4.979 3.319
C -0.344 2.793 1.462
C 2.476 -3.444 5.161
Co 0.951 -0.124 0.009
H 1.245 -5.252 -3.153
H -0.437 -1.412 -3.302
H -2.031 0.965 -8.709
Sb 2.784 2.357 -1.382
C -3.852 3.273 -2.411
C -2.341 2.066 0.075
C -1.324 -4.014 -0.568
C -0.433 5.344 0.325
C -2.592 0.264 -6.760
H -0.082 -6.890 -1.860
C 2.625 -4.726 4.647
H -4.713 -1.597 2.038
C 6.336 -2.705 -0.514
H 2.441 -5.971 2.905
C -0.152 1.507 2.188
H -4.462 3.857 -3.090
H 1.620 -4.136 1.465
N 0.628 -0.547 2.698
H -3.398 -1.171 -2.705
C 5.437 -0.685 -1.455
C -1.112 0.861 -4.956
C 6.512 -1.410 -0.965
H 7.494 -0.959 -0.930
H -2.033 -3.685 0.176
H -5.794 -1.231 -2.086
P -0.520 0.863 -3.224
P -0.913 -1.262 -1.103
H -4.317 2.463 0.897
F 2.866 0.922 0.189
C 0.318 -3.550 -2.241
H -2.460 2.932 -3.980
C -1.130 -5.375 -0.756
C -1.868 1.777 -2.364
H -1.700 -6.082 -0.165
C -0.222 -5.829 -1.700
C -2.709 -1.344 -0.691
H 0.933 -2.852 -2.796
H 1.240 5.794 1.592
O 3.204 0.698 -2.435
C 0.513 -4.910 -2.431
C -0.619 1.567 -7.211
N -1.022 -0.784 -2.760
H 2.739 -3.238 6.191
C -4.360 3.113 -1.099
H 0.026 2.081 -7.912
C -3.750 2.562 -0.021
O 3.783 -5.144 -0.223
C 1.680 -2.676 3.025
F 3.632 3.158 -2.927
H -3.486 -0.234 -7.115
C -2.265 0.226 -5.414
H -0.462 6.324 -0.134
C -5.034 -1.303 -1.317
H 0.613 2.008 -5.496
H -6.453 -1.432 0.290
N 4.883 -4.640 -0.107
F 2.576 3.659 0.001
H -2.322 1.293 0.844
H -0.264 1.558 3.272
C -1.320 3.102 0.498
C -5.405 -1.418 0.016
H -2.317 -1.507 1.411
H 2.994 -5.524 5.279
C 0.514 5.051 1.291
H 5.560 0.340 -1.779
C -2.692 2.702 -2.947
C 4.170 -1.261 -1.480
C -0.288 1.525 -5.863
C 2.003 -2.421 4.355
C 2.991 -0.462 -1.876
C 5.067 -3.272 -0.560
H -2.112 4.619 -0.778
C -1.352 4.380 -0.049
H 7.158 -3.286 -0.122
O 1.376 -1.715 0.873
C 1.205 -1.588 2.142
C 3.976 -2.559 -1.027
F 1.332 3.368 -2.228
N 0.338 0.412 1.742
F 0.817 1.608 -0.658
O 5.847 -5.227 0.354
C -1.772 0.938 -7.657

=====

[3]
Density functional theory data (the ωB97M-V functional and the def2-TZVPD basis) for a structure of composition C45H36F5FeN5O2S4 in a non-equilibrium geometry.

Results
* energy above the lowest of the compared OMol25 structures with the same formula, charge and spin: 0.00 kJ/mol
* E_LUMO (alpha / beta): -0.31 / -0.32 eV
* gap between HOMO and LUMO (alpha / beta): 6.3 / 6.4 eV
* DFT total energy: -150102.3166 eV
* expectation value of S²: 6.01
* 2S+1: 5
* molecular weight: 957.9 g mol⁻¹
* F_max: 0.0569 Eh/bohr

Atoms and positions in Å:
C 15.320 16.741 13.843
C 9.840 14.469 13.678
C 13.852 16.870 13.525
C 14.541 11.555 10.766
C 9.168 19.391 6.821
C 14.241 9.358 9.804
F 15.399 11.562 7.249
H 12.956 19.307 11.880
C 10.134 17.767 11.198
S 14.081 17.698 9.794
S 11.170 17.423 9.753
N 14.904 16.561 10.124
H 11.522 20.189 9.745
N 12.557 17.828 10.333
H 9.227 21.534 6.376
C 9.758 18.344 7.523
C 8.631 14.919 11.156
S 15.689 13.695 9.450
H 12.841 15.971 5.507
F 14.422 9.130 7.415
C 8.473 14.701 13.570
C 8.773 17.972 10.870
H 13.032 20.311 5.750
C 13.561 16.808 7.366
H 9.467 17.328 7.254
C 14.157 10.208 10.887
H 16.395 13.754 12.678
H 13.722 20.148 8.183
C 16.660 20.375 11.154
C 10.396 20.998 8.094
C 7.925 18.339 11.876
H 15.851 17.171 12.959
C 8.431 13.040 7.248
H 8.404 10.889 6.580
H 11.617 17.489 12.651
H 14.089 21.122 13.246
C 12.925 18.157 5.485
C 15.986 19.519 10.320
H 15.611 17.248 14.786
C 13.637 19.279 7.486
H 8.425 19.133 6.034
C 15.056 12.054 9.591
C 10.830 12.316 8.522
C 10.126 11.355 7.790
C 14.571 9.854 8.534
F 13.850 8.096 9.893
C 14.664 19.208 10.572
C 10.864 20.004 8.937
N 16.018 14.680 12.579
H 8.599 14.965 8.183
H 10.769 22.060 8.095
C 8.952 11.717 7.142
H 16.432 21.574 12.907
N 10.804 16.076 9.108
C 9.062 13.985 8.059
C 9.673 18.168 13.513
S 11.121 14.611 9.914
H 12.547 18.206 4.460
C 14.601 20.654 12.430
H 7.793 14.858 14.440
O 13.192 17.768 14.042
H 8.486 17.962 9.823
C 15.959 20.918 12.179
H 13.686 15.829 7.840
H 17.758 20.576 11.078
C 9.524 20.708 7.039
C 10.234 13.602 8.711
C 13.197 19.345 6.177
H 10.351 14.292 14.612
H 11.676 14.381 12.558
C 8.386 18.455 13.204
N 12.440 14.228 10.287
O 13.346 16.006 12.695
H 11.739 12.057 9.067
H 7.527 13.248 6.748
H 10.062 18.136 14.524
Fe 14.209 14.839 11.175
H 16.941 15.330 14.411
C 10.592 18.703 8.590
C 10.602 14.526 12.548
H 6.923 18.668 11.612
H 7.646 18.866 13.943
H 8.246 15.114 10.194
C 13.944 19.774 11.629
F 14.453 12.283 11.887
H 6.767 15.110 12.274
C 15.006 11.173 8.465
H 15.283 14.722 14.567
C 13.099 16.898 6.050
C 15.945 15.331 13.895
H 10.519 10.292 7.771
F 13.872 9.682 12.116
H 16.443 18.915 9.545
H 16.533 15.188 11.942
C 13.882 17.980 8.031
C 10.006 14.678 11.282
C 7.872 14.970 12.325
C 10.600 17.783 12.502

=====

[4]
Density functional theory data (the ωB97M-V functional and the def2-TZVPD basis) for a structure of composition C45H37N5O3PRb.

Results
* energy above the lowest of the compared OMol25 structures with the same formula, charge and spin: 56.45 kJ/mol
* E_LUMO: 0.04 eV
* gap between HOMO and LUMO: 6.5 eV
* DFT total energy: -70801.9895 eV
* molecular weight: 812.3 g mol⁻¹
* F_max: 0.0160 Eh/bohr

Atoms and positions in Å:
C -6.058 -4.266 -3.426
H -4.662 -0.656 -4.611
H -0.577 1.311 1.500
C -4.625 -4.012 -1.500
H -1.679 6.223 -2.891
C -1.069 -2.320 2.999
C -0.490 -0.157 -5.271
C 1.085 4.288 -3.196
C -3.312 -0.297 -3.025
H -1.031 2.211 -1.543
H -5.873 -5.703 -1.834
H 4.421 4.454 1.990
O 2.885 -2.667 -0.560
O -1.780 -0.051 -1.280
H 2.984 1.191 -4.924
H -6.781 -4.848 -3.982
C 4.153 2.828 -2.200
H 0.615 6.286 -3.810
C 3.678 3.680 1.836
P 1.658 1.660 -2.249
H -6.005 -2.660 -4.837
H 3.311 0.395 1.186
C -2.137 -3.739 4.632
H -1.896 2.394 1.638
C -0.215 -1.502 -5.077
H 2.583 6.138 2.246
H -2.961 0.656 -3.405
H -2.139 -4.182 5.619
H 6.747 3.144 -4.349
C 3.037 1.425 1.401
H 0.383 -0.634 4.458
C -1.494 4.210 -2.166
H 0.898 -2.929 -3.923
C -3.148 -3.400 2.489
H -1.180 0.150 -6.046
O -0.055 -1.477 2.606
H -2.500 4.174 -1.766
C 0.515 5.597 2.128
C 4.045 2.387 1.598
C -1.093 -2.906 4.258
C -1.034 5.358 -2.800
C 0.630 3.138 -2.559
C -2.695 -0.746 -1.787
H 1.517 -0.336 3.127
C -5.626 -3.052 -3.899
H 3.863 3.092 -1.187
C 0.985 0.434 -3.447
C -0.665 3.108 -2.035
H -1.483 4.803 1.962
N -0.912 2.254 1.503
C -0.027 3.268 1.723
H -0.689 -2.252 -5.696
C 0.105 0.799 -4.462
C -3.171 -3.982 3.744
C 4.908 2.122 -4.769
H 1.491 -1.926 3.927
N -2.055 -1.956 0.799
C -2.098 -2.578 2.074
N 1.983 -2.475 -1.602
C -4.171 -2.758 -1.960
H 2.676 -3.554 -0.247
H -0.133 1.844 -4.609
H 0.157 6.605 2.293
C -4.238 -1.020 -3.681
C 0.667 -1.884 -4.082
H -0.297 -2.717 4.963
C 5.395 3.210 -2.684
C 0.253 5.394 -3.313
H -4.001 -4.613 4.032
H 5.202 1.841 -5.771
H -4.226 -4.398 -0.574
H 2.086 4.324 -3.607
C 1.858 5.347 2.104
C 0.880 -1.083 3.594
C 3.657 1.754 -4.290
C 3.266 2.107 -3.001
H 6.069 3.777 -2.055
C 5.775 2.854 -3.971
N 1.756 1.697 1.457
C -5.545 -4.743 -2.213
C 1.376 2.980 1.690
Rb 0.271 -0.571 -0.015
H 2.988 -0.714 -1.862
C 2.176 -1.367 -2.189
C 2.309 4.027 1.881
C -0.425 4.570 1.941
H 5.085 2.093 1.548
H -3.958 -3.562 1.793
C -4.686 -2.289 -3.186
N -2.921 -2.455 0.013
C 1.268 -0.930 -3.264
C -3.195 -1.971 -1.222